--- one ---
Below is an isolated ion of composition H3NOP and charge -1, with properties calculated with ωB97M-V/def2-TZVPD.

Output
- SMILES string = N=[PH2][O-]
- gap between HOMO and LUMO (eV) = 8.2
- total charge = -1

XYZ file:
```
6
H3NOP ωB97M-V/def2-TZVPD
N 0.173 -1.508 0.100
P 0.870 -0.103 -0.004
H 0.310 0.601 -1.102
H 0.132 0.730 0.876
O 2.355 0.089 -0.018
H -0.815 -1.105 -0.093
```

--- two ---
Below is an isolated ion of composition H3NOP and charge -1, with properties calculated with ωB97M-V/def2-TZVPD.

Output
- SMILES string = N=[PH2][O-]
- gap between HOMO and LUMO (alpha / beta) (eV) = 7.5 / 7.5
- total charge = -1

XYZ file:
```
6
H3NOP ωB97M-V/def2-TZVPD
P -0.319 0.069 -0.409
H 0.439 -1.017 -0.937
O -1.207 0.942 -1.539
H 1.112 0.975 1.344
N 1.116 -0.094 1.269
H -1.141 -0.876 0.272
```

Winner for stability: one

--- one ---
Below is a 2-piece molecular cluster, C6H16N overall, with properties calculated with ωB97M-V/def2-TZVPD.

Output
- gap between HOMO and LUMO (eV) = 6.0
- total charge = +1

XYZ file:
```
23
C6H16N ωB97M-V/def2-TZVPD
H 3.558 -0.147 2.307
C -0.117 1.272 0.379
H -3.364 0.101 0.850
H -2.187 0.081 2.038
C -2.280 0.043 0.948
H 0.304 2.260 0.578
C -1.636 1.312 0.349
N 1.374 -1.237 0.674
H 0.398 -0.711 -2.443
H 2.939 0.269 2.203
H 1.661 0.880 -0.616
C 0.605 0.848 -0.911
H -1.865 -0.891 0.573
H 0.438 1.664 -1.619
H -0.778 -0.847 -1.219
H 1.210 -2.118 1.202
H 1.029 -2.647 -0.771
H -2.029 2.117 0.979
C 0.258 -0.539 -1.373
H 2.139 -1.486 -1.262
H -2.097 1.552 -0.610
H 0.211 0.610 1.213
C 1.220 -1.573 -0.654
```

--- two ---
Below is a 2-piece molecular cluster, C6H16N overall, with properties calculated with ωB97M-V/def2-TZVPD.

Output
- gap between HOMO and LUMO (eV) = 9.6
- total charge = +1

XYZ file:
```
23
C6H16N ωB97M-V/def2-TZVPD
H 1.063 0.748 0.288
H -1.909 1.446 3.454
C -1.472 1.488 2.461
C -1.455 -0.568 1.154
H 2.761 0.525 -0.097
H -3.065 0.490 1.435
H 2.505 0.921 -2.430
H -0.673 -0.570 -1.076
H -0.175 -1.614 -2.357
H 1.454 -0.052 -3.450
H 2.245 -1.375 -1.562
H -2.037 -1.342 0.669
H 0.749 1.164 -2.379
N -2.066 0.449 1.613
H 0.031 -2.186 -0.696
H -0.374 -0.657 1.156
H -0.402 1.300 2.509
H 1.927 -0.742 0.785
C 1.809 0.001 -0.010
H -1.639 2.463 2.007
C 0.094 -1.308 -1.343
C 1.464 -0.637 -1.360
C 1.541 0.414 -2.467
```

Winner for stability: two

--- one ---
Below is an isolated ion of composition C6H16N and charge +1, with properties calculated with ωB97M-V/def2-TZVPD.

Output
- SMILES string = CCCCCC[NH3+]
- gap between HOMO and LUMO (eV) = 11.3
- total charge = +1

XYZ file:
```
23
C6H16N ωB97M-V/def2-TZVPD
C 2.154 -0.067 0.852
C -0.320 0.497 1.158
H -0.579 0.321 -2.332
H 2.629 -0.072 -1.237
H -2.048 -0.736 -2.496
H 0.673 -1.403 1.609
H 1.035 -0.265 -0.945
C -2.069 0.515 -0.737
H 1.137 -0.048 2.678
C -1.657 0.230 -2.185
H -0.912 0.842 2.000
N 1.971 -0.485 -0.570
C -1.257 -0.324 0.244
H -1.880 -0.934 0.891
H 0.021 1.358 0.579
H -2.120 0.913 -2.892
H 2.406 0.982 0.873
H -0.638 -1.073 -0.271
H 1.996 -1.504 -0.661
H -3.108 0.233 -0.631
H -1.990 1.573 -0.493
C 0.871 -0.326 1.658
H 2.948 -0.671 1.273
```

--- two ---
Below is an isolated ion of composition C6H16N and charge +1, with properties calculated with ωB97M-V/def2-TZVPD.

Output
- SMILES string = CCCC[C@@H](C)[NH3+]
- gap between HOMO and LUMO (eV) = 11.2
- total charge = +1

XYZ file:
```
23
C6H16N ωB97M-V/def2-TZVPD
H -0.606 -1.500 -1.089
H 1.281 -1.400 1.598
H -0.491 -0.628 1.170
C -2.737 -1.240 -1.024
H 1.439 -0.255 -0.578
C 1.933 1.617 0.395
H 2.176 1.942 1.409
H -1.922 1.140 -0.439
H -2.799 -1.510 0.028
C -1.336 -0.739 -1.376
H -2.906 -2.167 -1.576
C 1.272 0.257 0.357
H 2.806 -1.085 1.032
C -0.248 0.302 0.661
H 2.249 -0.183 2.221
H -3.503 -0.565 -1.377
N 1.956 -0.676 1.374
H 1.221 2.351 0.017
C -1.007 0.576 -0.625
H -1.228 -0.584 -2.449
H -0.442 1.271 -1.227
H 2.807 1.699 -0.248
H -0.386 1.054 1.443
```

Winner for stability: two

--- one ---
Below is a 4-piece molecular cluster, C3H11NO3S overall, with properties calculated with ωB97M-V/def2-TZVPD.

Output
- gap between HOMO and LUMO (eV) = 3.4
- total charge = 0

XYZ file:
```
19
C3H11NO3S ωB97M-V/def2-TZVPD
H 2.257 1.628 -0.056
S 1.472 2.731 0.167
H 1.406 -1.656 -2.084
O 2.602 -0.399 0.337
H -1.860 -3.072 1.100
H -1.279 1.929 -0.939
H -0.153 0.466 -1.159
H -0.559 2.068 1.475
C -0.691 1.115 -0.489
H -1.422 -1.118 -1.145
N -2.238 -0.700 -0.682
O 1.110 -0.885 -1.567
H 2.840 -1.085 0.966
C -1.901 0.271 0.139
H -1.593 -3.531 1.603
H 1.740 -0.861 -0.718
O -2.355 0.567 1.223
C 0.103 1.721 0.684
H 0.520 0.810 1.146
```

--- two ---
Below is a 3-piece molecular cluster, C3H11NO3S overall, with properties calculated with ωB97M-V/def2-TZVPD.

Output
- SMILES string = N[C@H](C=O)CS.O.O
- gap between HOMO and LUMO (eV) = 9.6
- total charge = 0

XYZ file:
```
19
C3H11NO3S ωB97M-V/def2-TZVPD
H -1.854 1.252 -0.801
N -1.004 1.256 -0.294
H -1.676 0.646 2.423
H 0.241 -0.513 -0.238
H -2.484 0.313 3.790
O 2.967 -1.316 2.651
C -0.471 -0.378 -2.369
H 2.990 -0.445 3.082
O -2.229 0.054 2.952
H -0.842 0.447 -3.118
H 1.268 2.017 -0.542
H -1.106 0.897 0.658
H 0.444 -0.798 -2.813
H -1.484 -2.630 -1.908
C 1.178 1.084 -1.202
S -1.903 -1.370 -1.952
C -0.079 0.306 -0.998
H 3.892 -1.409 2.408
O 2.151 0.586 -1.729
```

Winner for stability: two

--- one ---
Below is one molecule with the formula C4H4F2, with properties calculated with ωB97M-V/def2-TZVPD.

Output
- gap between HOMO and LUMO (alpha / beta) (eV) = 9.1 / 8.6
- total charge = 0

XYZ file:
```
10
C4H4F2 ωB97M-V/def2-TZVPD
H 0.211 -0.403 -1.979
C 1.098 0.074 0.003
C -0.064 0.274 1.123
F -1.736 -1.278 0.054
C -1.207 -0.107 0.007
H 0.065 1.384 1.255
H 0.085 1.330 -1.430
H -0.158 -0.315 2.034
C 0.062 0.216 -1.081
F 1.646 -1.174 0.014
```

--- two ---
Below is one molecule with the formula C4H4F2, with properties calculated with ωB97M-V/def2-TZVPD.

Output
- SMILES string = F/C=C/C=C/F
- gap between HOMO and LUMO (eV) = 9.4
- total charge = 0

XYZ file:
```
10
C4H4F2 ωB97M-V/def2-TZVPD
C 1.412 -0.599 0.154
F 2.702 -0.479 -0.129
C -1.412 -0.483 0.008
F -2.706 -0.557 -0.076
C -0.716 0.652 0.077
H -1.246 1.620 0.133
H 1.146 -1.659 0.202
C 0.695 0.509 0.065
H 1.284 1.490 -0.167
H -0.748 -1.414 0.118
```

Winner for stability: two

--- one ---
Below is a 3-piece molecular cluster, C5H16N2 overall, with properties calculated with ωB97M-V/def2-TZVPD.

Output
- gap between HOMO and LUMO (alpha / beta) (eV) = 9.4 / 6.4
- total charge = 0

XYZ file:
```
23
C5H16N2 ωB97M-V/def2-TZVPD
H 1.100 3.400 -0.220
H 0.774 -0.119 -1.523
H 2.207 0.715 1.192
C 1.167 0.862 1.483
H 0.291 2.450 -1.457
H -1.389 -1.348 1.471
H -0.689 1.621 0.662
C 0.372 1.510 0.467
C 0.952 2.373 -0.591
H 0.031 -1.677 -1.115
N -0.313 -2.873 0.894
H -2.247 -0.623 -1.182
H 0.332 -3.480 1.386
H -1.541 0.916 -1.688
C -1.403 -0.167 -1.704
C -0.090 -0.579 -1.054
N -0.419 -1.647 1.585
H 1.129 1.366 2.455
H 0.650 -0.237 1.744
H -1.198 -3.355 0.765
H -1.446 -0.494 -2.745
H 1.926 2.001 -0.919
H -0.196 -0.614 0.092
```

--- two ---
Below is C5H16N2 as an isolated structure, with properties calculated with ωB97M-V/def2-TZVPD.

Output
- gap between HOMO and LUMO (alpha / beta) (eV) = 8.9 / 6.2
- total charge = 0

XYZ file:
```
23
C5H16N2 ωB97M-V/def2-TZVPD
C -2.778 0.358 -0.921
C 3.178 0.586 0.809
H 3.174 -0.109 1.654
H -2.548 -0.937 0.823
N 1.454 -0.689 -0.380
H -2.700 1.280 -0.349
C 1.823 0.610 0.123
H 3.418 1.576 1.198
H -0.533 0.012 2.209
H -0.839 -0.733 -0.392
H 0.165 -0.148 -1.897
C 0.329 -0.900 -1.129
H 1.692 -1.450 0.244
H -1.501 1.196 1.736
H -2.294 0.519 -1.886
C -2.159 -0.797 -0.175
H 1.814 1.312 -0.713
N -0.741 0.601 1.395
H 0.199 -1.923 -1.472
H 3.980 0.284 0.131
H -3.836 0.154 -1.122
H -2.245 -1.739 -0.726
H 0.947 0.937 0.840
```

Winner for stability: two